Formula: C4H8NO4
Source: OMol25
Level of theory: ωB97M-V with the def2-TZVPD basis set

XYZ file:
```
17
Properties=species:S:1:pos:R:3:mulliken_spin:R:1
N 3.126 1.404 1.200 0.01
O 3.913 2.331 1.245 0.01
O 1.764 1.714 1.273 0.07
O 3.338 0.207 1.179 0.00
H 1.250 0.809 1.349 0.03
C -0.107 0.061 1.466 0.45
O -0.716 0.344 2.436 0.27
C -0.419 -0.763 0.236 0.13
C -1.393 -0.068 -0.725 0.02
C -1.722 -0.927 -1.944 0.00
H 0.552 -1.005 -0.259 0.01
H -0.819 -1.720 0.606 0.00
H -2.325 0.137 -0.176 0.00
H -0.972 0.879 -1.036 0.00
H -2.374 -0.349 -2.604 0.00
H -0.843 -1.196 -2.539 0.00
H -2.254 -1.860 -1.708 0.00
```

The spin multiplicity is 2. The electronic energy comes out at -13952.008 eV. As for the energy above the lowest of the compared OMol25 structures with the same formula, charge and spin: 85.3 kcal per mole. The LUMO energy (spin up / spin down) comes out at 0.30 / -1.05 eV. The calculation puts the HOMO-LUMO gap (spin up / spin down) at 9.189 / 10.326 eV.

---

Formula: C4H8NS
Source: OMol25
Level of theory: ωB97M-V with the def2-TZVPD basis set

XYZ file:
```
14
Properties=species:S:1:pos:R:3:lowdin_charge:R:1
C -0.283 1.104 -0.273 -0.08
C -1.693 1.296 0.124 -0.35
C -1.119 -1.250 0.390 -0.26
C 1.458 -0.633 -0.461 -0.03
N 0.179 -0.095 -0.226 -0.09
S -2.398 -0.321 -0.266 0.96
H 0.354 1.828 -0.594 0.13
H -1.628 1.308 1.294 0.15
H -2.185 2.062 -0.405 0.08
H -1.005 -2.212 0.036 0.06
H -0.860 -1.036 1.421 0.09
H 2.270 0.191 -0.248 0.16
H 1.630 -1.046 -1.438 0.11
H 1.709 -1.372 0.198 0.07
```

The electronic energy comes out at -16594.137 eV. As for the energy above the lowest of the compared OMol25 structures with the same formula, charge and spin: 29.3 kcal per mole. As for the net charge: +1. The LUMO energy comes out at -4.49 eV. The calculation puts the HOMO-LUMO gap at 9.424 eV.

---

Formula: C4H8NS
Source: OMol25
Level of theory: ωB97M-V with the def2-TZVPD basis set

XYZ file:
```
14
Properties=species:S:1:pos:R:3:lowdin_charge:R:1
C -0.932 0.003 -1.072 0.00
C 0.787 1.298 0.331 -0.36
C 0.708 -1.291 0.346 -0.36
C -0.609 0.774 0.145 -0.22
N -0.619 -0.697 0.171 -0.07
S 1.894 -0.036 -0.252 0.94
H -1.953 -0.061 -1.419 0.14
H -0.181 -0.081 -1.849 0.13
H 0.980 2.181 -0.275 0.10
H 0.990 1.529 1.378 0.10
H 0.871 -1.504 1.405 0.11
H 0.828 -2.201 -0.244 0.11
H -1.396 1.283 0.689 0.17
H -1.369 -1.198 0.645 0.21
```

The electronic energy comes out at -16595.407 eV. As for the energy above the lowest of the compared OMol25 structures with the same formula, charge and spin: 0.0 kcal per mole. As for the net charge: +1. The LUMO energy comes out at -3.30 eV. The calculation puts the HOMO-LUMO gap at 10.363 eV.

---

Formula: C4H8O
Source: OMol25
Level of theory: ωB97M-V with the def2-TZVPD basis set

XYZ file:
```
13
Properties=species:S:1:pos:R:3:lowdin_charge:R:1
C -0.743 0.006 0.394 -0.42
C 0.270 1.039 -0.126 -0.14
C 1.286 -0.083 -0.078 -0.20
C 0.158 -1.115 -0.100 -0.14
H -2.501 0.717 -0.120 0.11
H -0.867 0.013 1.473 0.14
H 0.452 1.937 0.488 0.11
H -0.050 1.288 -1.170 0.13
H 2.041 -0.088 -0.842 0.09
H 1.826 -0.122 0.901 0.12
H 0.306 -2.044 0.510 0.12
H -0.170 -1.409 -1.124 0.13
O -2.009 -0.139 -0.206 -0.05
```

The electronic energy comes out at -6324.104 eV. As for the energy above the lowest of the compared OMol25 structures with the same formula, charge and spin: 24.5 kcal per mole. The LUMO energy comes out at 1.05 eV. The calculation puts the HOMO-LUMO gap at 11.020 eV.